The molecule C21H25N3O3, computed with wB97M-V/def2-TZVPD.

Each line ends with the Mulliken charge.
Cartesian coordinates (Å):
O -1.55381 -0.08728 -2.80422  -0.680
C -1.66721 -0.11997 -1.59763  -0.066
N -2.00156 0.93256 -0.82310  -0.067
C -1.91065 2.28708 -1.32094  -1.105
C -0.59728 2.92032 -0.84149  -0.624
N -0.57263 2.91615 0.61327  0.330
C -1.01618 4.15428 1.22410  -1.076
C 0.03501 5.27134 1.18106  -0.494
C 1.33222 4.78570 1.82282  -0.783
C 1.79200 3.50000 1.13986  -0.551
C 0.67077 2.45712 1.20246  -0.462
C -1.59232 -1.43652 -0.85545  0.402
C -2.71425 -2.03644 -0.41465  -0.385
C -2.81919 -3.33159 0.19595  0.417
C -3.93877 -3.98599 0.65280  -0.568
C -3.50146 -5.22912 1.16001  -0.473
C -2.15373 -5.25536 0.98289  -0.565
O -1.72679 -4.11622 0.40237  -0.307
N -0.34017 -2.01862 -0.79257  -0.203
C 0.82881 -1.31956 -0.91235  0.283
O 0.86069 -0.10513 -0.97442  -0.544
C 2.05546 -2.15886 -0.91150  0.322
C 3.23926 -1.58023 -0.46031  -0.326
C 4.41305 -2.30900 -0.44522  -0.646
C 4.41847 -3.61958 -0.89433  -0.381
C 3.24923 -4.19488 -1.36514  -0.761
C 2.06976 -3.47242 -1.37395  -0.310
H -1.86695 0.85952 0.17535  0.351
H -2.77032 2.85286 -0.95094  0.281
H -1.93918 2.24145 -2.41038  0.473
H 0.22001 2.30332 -1.21746  0.472
H -0.50144 3.92596 -1.26939  0.420
H -1.93344 4.47819 0.72656  0.358
H -1.25817 3.93484 2.27013  0.436
H 0.22819 5.55416 0.14371  0.267
H -0.34519 6.15124 1.70320  0.368
H 2.10359 5.55556 1.74598  0.363
H 1.15867 4.58846 2.88424  0.307
H 2.03580 3.70496 0.09519  0.282
H 2.68722 3.10905 1.62668  0.407
H 0.97041 1.54027 0.69173  -0.099
H 0.46446 2.21667 2.25229  0.423
H -3.65292 -1.51988 -0.53763  0.442
H -4.94390 -3.61925 0.62334  0.493
H -4.10652 -5.99716 1.59604  0.435
H -1.40953 -5.99093 1.21533  0.471
H -0.30782 -3.00050 -0.55104  0.549
H 3.21651 -0.55448 -0.12385  0.473
H 5.32537 -1.85520 -0.08794  0.396
H 5.33503 -4.19063 -0.88677  0.384
H 3.25775 -5.21091 -1.73144  0.389
H 1.17365 -3.92533 -1.77328  0.476

Largest force on an atom, Eh/bohr: 0.023
Kohn-Sham gap, eV: 8.091
Relative energy (zero: lowest compared OMol25 entry of this formula, charge and spin), kcal/mol: 35.43
SMILES: O=C(NCCN1CCCCC1)/C(=C/c1ccco1)NC(=O)c1ccccc1

The molecule C21H25N3O4, computed with wB97M-V/def2-TZVPD.

Each line ends with the Mulliken charge.
Cartesian coordinates (Å):
C 2.79975 2.05569 -1.23160  -1.084
C 3.87423 1.19133 -1.88680  -0.778
N 3.47148 -0.19953 -1.95589  0.920
C 3.97363 -0.90281 -3.12441  -0.905
C 3.05610 -0.68798 -4.32346  -1.011
C 3.60330 -0.93440 -0.71848  -1.318
C 2.41993 -1.90418 -0.54867  -1.067
N 1.17128 -1.19622 -0.51181  0.613
C 0.29802 -1.13405 -1.52636  0.816
O 0.33320 -1.66383 -2.62349  -0.776
C -0.80575 -0.23374 -1.08586  0.814
O -1.79510 -0.01794 -1.94899  -0.645
C -0.55803 0.20502 0.16611  -0.916
C -1.32010 1.03317 1.10319  0.881
O -1.10574 0.98077 2.30572  -0.665
C -2.32135 1.93946 0.54466  -0.236
C -2.47503 2.51709 -0.69503  -0.191
C -3.56262 3.40154 -0.58719  -0.940
C -4.00464 3.31326 0.70802  0.541
C -5.12400 3.99301 1.40878  -1.268
O -3.25248 2.44521 1.39191  -0.406
C 0.69423 -0.49773 0.65628  0.478
C 0.32941 -1.47632 1.75802  0.050
C 0.69143 -1.25277 3.08010  -0.387
C 0.29467 -2.17553 4.03317  -0.677
C -0.43158 -3.28580 3.63182  -0.432
C -0.72898 -3.41859 2.28456  -0.437
N -0.36058 -2.53861 1.37208  -0.383
H 3.04604 3.10807 -1.34915  0.503
H 1.83930 1.86143 -1.70122  0.217
H 2.70999 1.84692 -0.16881  0.148
H 4.83284 1.31665 -1.35227  0.325
H 4.01952 1.54370 -2.90921  0.473
H 5.00232 -0.58710 -3.36867  0.421
H 4.00329 -1.97080 -2.90000  0.397
H 2.05595 -1.03075 -4.07419  0.126
H 3.00626 0.36372 -4.59373  0.276
H 3.42159 -1.24927 -5.17975  0.425
H 4.54126 -1.51289 -0.66689  0.383
H 3.60392 -0.23085 0.11590  0.520
H 2.53817 -2.48841 0.36907  0.366
H 2.36952 -2.57983 -1.40487  0.563
H -1.59659 -0.57696 -2.72769  0.315
H -1.87951 2.33997 -1.56466  0.625
H -3.96792 4.02215 -1.36006  0.443
H -5.82761 3.25746 1.79627  0.304
H -4.74615 4.56798 2.25318  0.306
H -5.64073 4.65786 0.72356  0.332
H 1.43295 0.21611 1.03372  0.243
H 1.24591 -0.37027 3.35547  0.440
H 0.54754 -2.02907 5.07312  0.423
H -0.76107 -4.02594 4.34415  0.406
H -1.29035 -4.26500 1.91099  0.426

Largest force on an atom, Eh/bohr: 0.018
Kohn-Sham gap, eV: 8.378
Relative energy (zero: lowest compared OMol25 entry of this formula, charge and spin), kcal/mol: 68.47
SMILES: CCN(CC)CCN1C(=O)C(O)=C(C(=O)c2ccc(C)o2)[C@H]1c1ccccn1

The molecule C21H25N3O4, computed with wB97M-V/def2-TZVPD.

Each line ends with the Mulliken charge.
Cartesian coordinates (Å):
C -7.91325 -1.54691 0.19823  -1.230
C -6.76975 -1.20634 -0.73796  -0.216
O -5.66901 -0.73622 0.04595  -0.228
C -4.53997 -0.46578 -0.61082  -0.062
O -4.40312 -0.61420 -1.79664  -0.602
C -3.47815 0.05513 0.33689  0.966
C -3.83190 1.47763 0.78821  -0.957
C -2.73294 1.99131 1.71325  -0.724
C -1.38077 1.91188 1.01283  -0.994
N -1.11102 0.55550 0.57517  0.517
C 0.07065 -0.00645 0.88895  0.718
O 0.86900 0.53589 1.63647  -0.696
C 0.42842 -1.34594 0.25094  -0.887
C 0.96521 -1.10179 -1.16724  -0.987
N 1.99666 -0.08406 -1.12256  0.786
N 3.18578 -0.51051 -0.75943  -0.983
C 4.16277 0.33178 -0.57646  0.477
C 5.45696 -0.22898 -0.17617  0.791
C 6.65400 0.42429 -0.46061  -0.498
C 7.86028 -0.12534 -0.06679  -0.677
C 7.88976 -1.33020 0.61478  -0.389
C 6.70416 -1.99118 0.89432  -0.641
C 5.49742 -1.44717 0.50131  -0.309
C 3.94641 1.73340 -0.73320  -0.525
C 2.72245 2.17002 -1.10399  -0.840
C 1.63790 1.24214 -1.32987  0.813
O 0.50365 1.53635 -1.67357  -0.675
C -2.10280 0.05256 -0.34145  -1.418
H -7.60866 -2.32241 0.89571  0.308
H -8.20820 -0.66755 0.76417  0.316
H -8.76309 -1.90071 -0.37787  0.396
H -6.44485 -2.08192 -1.31072  0.307
H -7.05447 -0.42285 -1.44887  0.313
H -3.46033 -0.59535 1.21747  0.247
H -4.79628 1.47584 1.29854  0.332
H -3.90617 2.12353 -0.08960  0.365
H -2.93239 3.02491 1.99768  0.392
H -2.70523 1.38619 2.62159  0.364
H -0.57274 2.20595 1.68423  0.543
H -1.36801 2.56525 0.13283  0.340
H 1.23119 -1.77050 0.85695  0.379
H -0.40567 -2.04465 0.23105  0.416
H 1.40762 -2.01579 -1.56775  0.392
H 0.17938 -0.73280 -1.82945  0.582
H 6.64909 1.35402 -1.01012  0.357
H 8.78256 0.38888 -0.29474  0.376
H 8.83363 -1.75362 0.92484  0.378
H 6.72328 -2.93252 1.42368  0.377
H 4.56757 -1.94853 0.71783  0.428
H 4.74481 2.42864 -0.52340  0.349
H 2.49056 3.21807 -1.21594  0.473
H -1.86788 -0.95674 -0.67126  0.679
H -2.13452 0.69787 -1.22743  0.066

Largest force on an atom, Eh/bohr: 0.019
Kohn-Sham gap, eV: 8.545
Relative energy (zero: lowest compared OMol25 entry of this formula, charge and spin), kcal/mol: 40.99
SMILES: CCOC(=O)[C@@H]1CCCN(C(=O)CCn2nc(-c3ccccc3)ccc2=O)C1

The ion C21H25N4 with charge +1, computed with wB97M-V/def2-TZVPD.

Each line ends with the Mulliken charge.
Cartesian coordinates (Å):
C -0.89120 4.50023 1.52255  -1.700
C -0.10444 3.28170 1.02322  0.332
C 0.56895 3.65662 -0.35917  -1.086
N 1.71115 2.82201 -0.64053  0.412
C 2.96513 3.29664 -0.08282  -0.983
C 1.69317 1.87645 -1.72530  -0.879
N -1.04398 2.19163 0.71804  -0.104
C -0.73735 0.84540 0.70697  0.149
C 0.37130 0.24577 1.30242  0.428
N 1.33053 0.76085 2.09964  0.043
C 2.27127 -0.14217 2.43894  -0.074
C 3.54394 -0.09865 3.04026  -0.767
C 4.31449 -1.27102 3.09906  -0.419
C 3.89273 -2.51190 2.47006  -0.723
C 2.67266 -2.55710 1.84256  -0.381
C 1.86570 -1.35973 1.81442  0.017
C 0.64097 -1.11302 1.26276  1.357
N -0.27516 -2.00097 0.67357  0.061
C -0.23977 -3.43955 1.14411  -1.406
C -1.22197 -1.42321 -0.21622  0.024
C -2.04943 -2.19253 -1.01335  -0.687
C -3.06074 -1.64624 -1.84041  -0.556
C -3.29965 -0.26998 -1.83617  -1.129
C -2.55222 0.48101 -0.95820  -0.697
C -1.49780 -0.03141 -0.12092  1.319
H -1.42103 4.36405 2.56649  0.314
H -0.16687 5.28653 1.75040  0.447
H -1.50002 4.92648 0.73676  0.410
H 0.56966 3.03158 1.83548  0.223
H -0.18387 3.63386 -1.16618  0.275
H 0.88445 4.68733 -0.22401  0.589
H 3.46375 2.39168 0.26641  0.315
H 2.70517 4.02833 0.71646  0.319
H 3.56408 3.83074 -0.93337  0.279
H 0.63531 1.44183 -1.82260  0.169
H 1.99362 2.46930 -2.63824  0.348
H 2.37617 0.98804 -1.58402  0.253
H -1.83966 2.47492 0.24160  0.249
H 1.47565 1.73696 2.06739  -0.148
H 3.86794 0.73385 3.68683  0.402
H 5.28376 -1.32258 3.77131  0.285
H 4.62782 -3.36249 2.36503  0.344
H 2.46634 -3.47674 1.36250  0.545
H -1.12830 -3.66153 1.58074  0.413
H 0.04282 -4.19929 0.37064  0.326
H 0.47230 -3.55290 1.97786  0.656
H -1.88896 -3.27790 -0.98135  0.404
H -3.71360 -2.28865 -2.39752  0.427
H -4.06967 0.17535 -2.47844  0.401
H -2.92628 1.49928 -0.97681  0.200

Largest force on an atom, Eh/bohr: 0.092
Kohn-Sham gap, eV: 6.647
Relative energy (zero: lowest compared OMol25 entry of this formula, charge and spin), kcal/mol: 39.87
Net charge: +1
SMILES: C[C@H](CN(C)C)Nc1c2[nH+]c3ccccc3c-2n(C)c2ccccc12

Per-record LUMO level, eV: 0.27; 0.01; 0.23; -3.97